(1)
50
Properties=species:S:1:pos:R:3:forces:R:3 method="wB97M-V/def2-TZVPD" multiplicity=5 e_lumo_ev="-7.577 / -11.636" relative_energy_kcal_mol=0.0 homo_energy_ev="-10.0 / -15.0" charge=+2
C 4.75857 0.46194 -3.76193 -0.441 0.013 0.381
C 3.76248 0.43490 -4.83772 -0.620 -0.026 -0.581
C 5.28551 1.74096 -3.27590 0.250 0.728 0.322
C 5.23278 -0.79868 -3.18278 0.222 -0.731 0.378
Cl 0.52901 -0.79119 -1.40628 0.127 -0.555 -0.633
H 6.19109 2.06359 -3.82147 -0.143 0.028 0.141
H 5.55837 1.68528 -2.21020 0.068 0.008 -0.246
H 4.54398 2.54862 -3.38198 0.217 -0.116 -0.078
H 4.22251 0.35992 -5.83860 -0.139 0.016 0.083
H 3.13882 1.34141 -4.84210 0.190 -0.092 -0.080
H 3.08179 -0.42431 -4.73760 0.192 0.093 -0.091
H 6.10449 -1.21144 -3.71968 -0.094 -0.011 0.118
H 4.45148 -1.57335 -3.20745 0.183 0.098 -0.090
H 5.53511 -0.67683 -2.13205 0.067 -0.001 -0.214
C -1.50668 2.03726 0.29062 -1.248 0.919 0.133
C -0.39049 2.88332 0.52998 -0.618 1.699 0.755
C 0.40208 2.94065 -0.64634 0.687 0.958 -0.411
H -0.18009 3.39259 1.45867 -0.071 0.046 -0.211
C -0.23640 2.14118 -1.62929 -0.622 0.785 -1.408
C -1.42695 1.60114 -1.05595 -1.123 0.290 -0.997
H -2.12770 0.93161 -1.53859 0.217 0.047 -0.018
H -2.25899 1.74931 1.01256 0.151 0.155 -0.163
H 1.34745 3.46131 -0.75005 -0.247 -0.019 -0.075
H 0.13380 1.94398 -2.62799 -0.058 0.008 0.153
C 0.57237 -1.04831 1.55466 0.842 0.245 0.141
C -0.04706 0.12838 2.08008 0.397 0.106 0.337
C 0.97283 1.14589 2.15366 0.081 -0.500 0.396
H -1.05418 0.19904 2.47230 0.412 0.049 -0.015
C 2.18160 0.60746 1.60829 -0.589 0.268 -0.419
C 1.93879 -0.74649 1.25707 -0.576 -0.567 0.578
H 2.65959 -1.43843 0.83375 -0.205 0.224 -0.029
H 0.06575 -1.99652 1.41266 0.222 0.168 -0.200
H 0.87672 2.08940 2.67614 0.106 -0.233 -0.152
H 3.12622 1.14536 1.54651 -0.295 -0.224 -0.094
Os 0.23926 0.96172 0.03108 3.087 -3.498 2.231
N -5.33398 -3.70763 4.26246 2.419 0.247 -0.011
C -4.12811 -3.26056 3.77011 -4.413 0.602 -0.328
O -3.05544 -3.74663 4.11993 0.988 -0.377 0.144
C -4.21163 -2.18503 2.72581 1.285 0.562 -0.600
C -5.38633 -1.84581 2.03460 -0.049 -0.192 0.087
C -5.33549 -0.83665 1.07888 0.371 0.101 0.106
C -4.10977 -0.18895 0.83354 -0.477 -0.624 0.688
N -2.99845 -0.49124 1.50920 -0.205 -0.661 0.019
C -3.02330 -1.49427 2.39126 -0.417 0.109 -0.061
H -5.28426 -4.33805 5.05168 -0.149 -0.228 0.030
H -6.16818 -3.13835 4.20395 0.213 0.134 -0.123
H -6.31807 -2.37335 2.24211 0.156 0.195 -0.263
H -6.20755 -0.52232 0.51606 -0.015 -0.221 0.153
H -4.05022 0.59450 0.07588 0.011 -0.184 0.227
H -2.07313 -1.75633 2.87043 -0.344 0.161 -0.005


(2)
50
Properties=species:S:1:pos:R:3:forces:R:3 method="wB97M-V/def2-TZVPD" multiplicity=1 e_lumo_ev=-2.162 smiles=CN1CC[NH+](CCCN2c3ccccc3Sc3ccc(Cl)cc32)CC1 homo_energy_ev=-11.0 charge=+1
C 3.84601 1.70054 -1.81975 0.007 0.006 -0.018
N 3.17669 1.39632 -0.57364 0.190 -0.012 0.225
C 3.94294 0.55464 0.31926 -0.032 0.025 0.088
C 2.97014 -0.06872 1.33382 0.685 -0.398 -0.239
N 1.78248 0.80324 1.51518 -0.167 0.007 -0.327
C 1.02718 0.48771 2.75433 -0.399 -0.326 0.500
C 0.53197 -0.95406 2.89307 -0.244 0.075 -0.163
C -0.78594 -1.20393 2.14999 0.290 -0.119 0.270
N -0.63272 -0.85766 0.75641 -0.018 0.086 0.030
C 0.22622 -1.61216 -0.06594 0.277 -0.129 -0.271
C 0.55778 -2.94261 0.16559 -0.087 0.100 0.082
C 1.42749 -3.59914 -0.68988 0.048 -0.015 0.011
C 1.96428 -2.95318 -1.79103 0.097 -0.011 -0.030
C 1.63883 -1.63006 -2.03917 0.027 -0.091 0.090
C 0.79104 -0.97112 -1.17120 -0.173 0.512 0.014
S 0.42221 0.76306 -1.37443 -0.542 -0.315 0.025
C -1.30992 0.65053 -0.98013 0.341 -0.092 -0.183
C -2.26050 1.36214 -1.68722 -0.022 -0.122 0.142
C -3.58881 1.28919 -1.30980 -0.151 -0.014 0.103
C -3.94757 0.48078 -0.24006 0.244 0.078 -0.111
Cl -5.60031 0.37302 0.23636 -0.112 -0.011 0.020
C -2.99944 -0.25741 0.45457 0.025 0.002 0.004
C -1.66110 -0.16606 0.09442 -0.409 0.388 -0.339
C 2.21535 2.21898 1.51376 0.200 0.642 -0.142
C 2.74698 2.59522 0.12380 -0.028 -0.042 -0.140
H 4.08859 0.77020 -2.32746 0.047 -0.030 -0.091
H 4.76759 2.27913 -1.67698 0.032 0.028 -0.009
H 3.16598 2.27252 -2.44691 0.005 0.063 -0.118
H 4.41621 -0.24116 -0.25586 -0.009 -0.001 0.076
H 4.74108 1.11451 0.83420 0.006 -0.048 -0.036
H 3.45919 -0.20222 2.30078 -0.137 0.013 0.037
H 2.63151 -1.03587 0.96418 -0.079 0.086 0.095
H 1.17799 0.69518 0.65254 0.119 -0.002 0.516
H 0.16816 1.16147 2.79749 0.116 0.082 -0.068
H 1.68770 0.72226 3.59364 0.009 0.092 -0.154
H 0.35614 -1.14080 3.95303 0.105 -0.010 0.026
H 1.29042 -1.66134 2.56211 0.056 -0.065 0.077
H -1.10468 -2.24043 2.30665 -0.089 0.065 0.009
H -1.55424 -0.55156 2.56831 0.029 -0.078 -0.023
H 0.13600 -3.47375 1.00362 -0.066 -0.064 0.116
H 1.67632 -4.63066 -0.49645 0.020 -0.112 0.009
H 2.63119 -3.47689 -2.45646 0.074 -0.072 -0.075
H 2.04604 -1.10296 -2.88678 0.035 0.043 -0.154
H -1.95823 1.98256 -2.51588 0.001 0.050 -0.127
H -4.33931 1.84917 -1.84208 -0.120 0.052 -0.031
H -3.31615 -0.90145 1.25836 -0.059 -0.081 0.097
H 2.98637 2.33696 2.27857 -0.102 -0.110 0.017
H 1.37064 2.85611 1.77693 0.010 -0.141 0.063
H 1.96148 3.06045 -0.47564 0.024 0.070 0.080
H 3.56588 3.32435 0.23806 -0.073 -0.053 0.025


(3)
56
Properties=species:S:1:pos:R:3:forces:R:3 method="wB97M-V/def2-TZVPD" multiplicity=5 e_lumo_ev="-3.074 / -5.777" homo_energy_ev="-11.1 / -11.1" charge=+1
Co -1.35298 0.73337 -0.16520 0.199 -0.157 0.179
Se -1.16333 -0.64118 1.83287 -0.079 -0.036 0.084
P -0.18382 -1.92183 0.35290 -0.077 0.069 -0.128
Se -0.49561 -1.03699 -1.61433 0.003 -0.016 -0.077
C 1.56693 -2.03697 0.73562 0.301 0.144 0.117
C 2.53594 -1.74481 -0.22000 0.046 -0.127 0.055
C 3.88141 -1.78419 0.12689 -0.059 -0.015 -0.030
C 4.25724 -2.11052 1.41955 0.035 0.005 0.034
C 3.29241 -2.40548 2.37575 0.010 -0.012 -0.042
C 1.95211 -2.36195 2.03896 0.020 0.007 -0.050
C -0.88510 -3.57488 0.43259 -0.283 -0.168 0.052
C -1.36798 -4.21066 -0.70728 0.072 -0.102 0.039
C -1.94646 -5.47093 -0.60213 0.046 0.071 -0.016
C -2.04746 -6.08865 0.63386 -0.025 -0.034 0.021
C -1.57310 -5.45234 1.77485 0.010 -0.013 -0.022
C -1.00068 -4.19720 1.67794 -0.008 -0.012 -0.046
H 2.24425 -1.49996 -1.23222 -0.009 0.039 0.000
H 4.63376 -1.56235 -0.61848 -0.007 0.002 0.004
H 5.30494 -2.13135 1.68927 -0.002 -0.016 -0.012
H 3.58494 -2.66280 3.38501 0.002 0.018 -0.007
H 1.21070 -2.56352 2.79996 -0.027 0.030 0.015
H -1.28786 -3.73158 -1.67412 -0.019 0.020 0.004
H -2.31572 -5.96784 -1.48967 0.011 0.010 0.001
H -2.50139 -7.06785 0.71397 0.012 0.004 -0.009
H -1.65482 -5.93240 2.74090 -0.009 0.002 -0.008
H -0.66284 -3.70039 2.57754 -0.011 0.028 0.009
C -5.09689 -2.08284 -0.26544 0.084 0.106 -0.083
O -4.34281 -0.94191 -0.76905 -0.068 -0.247 -0.177
C -4.42682 0.17338 -0.14144 0.031 -0.263 0.407
S -5.24794 0.55966 1.23835 -0.150 -0.016 0.095
S -3.51757 1.53966 -0.56668 -0.121 0.513 -0.347
H -4.78080 -2.91586 -0.88069 0.000 -0.021 -0.025
H -6.15850 -1.88558 -0.39021 -0.035 0.000 0.027
H -4.84286 -2.25480 0.77720 0.030 0.027 0.050
C 2.67133 3.89974 -1.37898 -0.093 -0.036 0.080
N 1.50778 3.95031 -2.26679 -0.045 -0.065 0.030
C 0.75633 5.17876 -1.99548 0.022 -0.118 0.122
N 0.35753 5.32274 -0.59218 0.023 -0.068 0.026
C 1.55836 5.23990 0.24546 -0.027 -0.135 -0.064
N 2.33334 4.01031 0.04446 -0.058 -0.001 -0.045
C 1.62527 2.82992 0.53555 0.002 0.083 -0.049
P 0.03787 2.61020 -0.37782 -0.107 0.178 -0.260
C 0.66967 2.76369 -2.11307 0.075 0.151 0.110
C -0.63694 4.32602 -0.19921 0.167 0.023 0.011
H 3.32624 4.73263 -1.63347 0.021 0.019 -0.003
H 3.21130 2.96694 -1.54701 0.013 -0.002 -0.010
H -0.13064 5.20630 -2.62955 -0.009 0.004 -0.002
H 1.39423 6.02483 -2.24920 0.003 0.032 -0.020
H 1.27592 5.31846 1.29582 -0.018 0.009 0.008
H 2.20113 6.08262 -0.00711 0.014 0.032 0.009
H 1.40688 2.93700 1.59925 0.031 0.013 0.033
H 2.23742 1.93427 0.41509 0.052 0.003 -0.018
H -0.18222 2.81995 -2.79366 -0.008 0.001 -0.044
H 1.23214 1.86319 -2.36357 0.045 -0.018 -0.025
H -0.93069 4.49013 0.83891 -0.023 0.025 0.025
H -1.53355 4.42561 -0.81448 -0.003 0.029 -0.028


(4)
55
Properties=species:S:1:pos:R:3:forces:R:3 method="wB97M-V/def2-TZVPD" multiplicity=1 e_lumo_ev=0.622 smiles="CC(=O)N(C(C)=O)N(CC(C)C)S(=O)(=O)F.Fc1ccccc1.Fc1ccccc1" homo_energy_ev=-9.2
C 2.80265 -3.34676 1.94279 -0.736 0.451 0.101
C 2.81926 -2.37622 0.73693 -0.263 -1.120 2.630
O 3.36821 -2.74556 -0.21885 1.011 -0.179 -2.879
N 2.20750 -1.04680 0.88354 0.762 -0.025 -0.094
C 3.07505 0.04519 0.55087 -2.146 2.275 0.419
C 2.51915 1.45910 0.85992 -0.601 -0.839 0.804
O 4.15949 -0.06110 0.11082 1.965 -1.043 -0.255
N 0.88691 -0.93281 0.42120 -0.052 0.497 -0.637
C -0.08298 -1.88411 1.00467 -1.282 0.463 0.970
C -1.49904 -1.24778 1.32704 -0.266 -0.442 -0.269
C -2.65547 -1.93175 0.52483 -0.102 1.397 1.244
C -1.52630 0.28843 1.19359 0.498 0.196 -0.068
S 0.69326 -0.64411 -1.21251 -0.952 -1.906 -2.520
O -0.51771 -1.25894 -1.63711 -0.874 0.712 1.068
O 1.78919 -1.01888 -2.02829 1.270 1.146 0.949
F 0.47191 0.92865 -1.41615 0.439 -1.053 0.924
H 1.77611 -3.74281 2.05648 0.411 0.273 0.183
H 3.43706 -4.21409 1.71991 -0.051 0.519 -0.076
H 3.11923 -2.86506 2.88040 -0.231 -0.112 -0.310
H 1.42798 1.51980 0.73165 0.502 0.156 -0.087
H 2.68812 1.60559 1.94554 0.046 0.016 -0.474
H 3.05727 2.23465 0.30826 -0.159 -0.375 0.024
H 0.31857 -2.16602 1.98965 0.251 0.168 -0.588
H -0.21776 -2.78913 0.38991 0.251 0.404 0.125
H -1.72462 -1.46109 2.39019 0.426 -0.034 -0.390
H -2.49723 -3.00857 0.37581 -0.056 0.383 -0.105
H -3.57367 -1.76580 1.14468 1.256 -0.410 -0.690
H -2.80386 -1.36698 -0.40725 0.071 -0.649 0.050
H -1.52155 0.62047 0.13945 -0.175 -0.238 0.400
H -2.39068 0.75003 1.69882 0.205 -0.387 -0.237
H -0.61713 0.72848 1.64649 -0.451 -0.176 -0.050
F -5.33993 -1.90730 0.61352 -0.874 -0.025 -0.148
C -6.56359 -1.40301 0.35027 -0.441 0.132 -0.083
C -7.66383 -2.23567 0.40767 0.034 -0.267 0.075
C -8.92159 -1.71346 0.14118 0.097 0.177 -0.037
C -9.06105 -0.37131 -0.18837 -0.098 0.021 -0.015
C -7.94378 0.45115 -0.24636 -0.064 -0.166 0.039
C -6.68573 -0.06533 0.02981 0.240 0.158 -0.008
H -7.53336 -3.28062 0.65849 0.032 0.028 0.006
H -9.79308 -2.35356 0.18992 0.043 -0.010 -0.005
H -10.04283 0.03331 -0.40014 0.035 -0.009 0.005
H -8.05189 1.49613 -0.50717 0.031 -0.023 0.021
H -5.80387 0.56194 -0.00215 0.006 -0.044 -0.013
F 3.98192 4.40419 -0.66344 -0.074 0.017 0.051
C 5.09312 3.97188 -1.29512 0.409 -0.151 -0.243
C 6.23518 4.74765 -1.25757 -0.003 0.251 0.160
C 7.37833 4.29861 -1.90350 -0.112 -0.165 -0.063
C 7.36117 3.08801 -2.58500 0.079 -0.005 -0.033
C 6.20283 2.32287 -2.61662 0.102 0.146 0.046
C 5.06176 2.76427 -1.96316 -0.294 -0.134 0.001
H 6.22577 5.69167 -0.72769 -0.029 -0.029 0.007
H 8.28257 4.89308 -1.87583 -0.043 0.013 0.008
H 8.25307 2.74125 -3.09183 -0.031 0.006 0.016
H 6.18749 1.38151 -3.15037 -0.035 0.007 0.053
H 4.15236 2.17677 -1.96984 0.022 0.004 -0.004


| no. | molar mass (g mol⁻¹) |
| --- | --- |
| 1 | 535.12 |
| 2 | 374.96 |
| 3 | 666.37 |
| 4 | 446.49 |